ORCA calculation (the ωB97M-V functional and the def2-TZVPD basis) on a molecular structure, C12H11NOS3.

## Properties
- Calculated total energy: -48655.7957 eV
- Maximum force: 16.64 eV/A
- HOMO energy: -8.2 eV
- LUMO: -0.80 eV

ORCA input file:
```
! RIJCOSX wB97M-V def2-TZVPD def2/J DEFGRID3
* xyz 0 1
S 3.56616 0.12779 -0.25011
S -3.50955 -1.50917 0.56738
S 2.93516 -2.51634 -0.25500
O 0.75208 -4.22575 0.39721
N 1.13420 -0.76132 -0.34305
C -1.08167 0.79128 -1.42749
C -2.03886 -0.84911 -0.04574
C 2.19956 1.52707 2.26503
C 1.19415 -3.03726 0.13107
C -0.90900 -2.06268 0.01750
C 1.87680 1.79882 0.95981
C 2.32487 -1.13205 -0.03271
C -4.18753 0.08362 0.28634
C -3.33100 0.59543 -0.57728
C 0.35396 -1.88871 -0.16151
C 2.72300 1.80251 -0.29582
C -2.18578 0.29566 -0.76056
H 1.98067 1.51860 -1.32356
H 3.18895 1.34022 2.33307
H -3.58456 1.58353 -0.79738
H -1.15248 1.97515 -1.32206
H -1.09562 0.66848 -2.61459
H -5.28891 0.18010 0.66349
H -1.40699 -2.92441 0.41754
H 1.51902 1.43721 3.03728
H -0.10063 0.51474 -1.29958
H 0.79191 2.16256 0.78726
H 3.33210 2.50401 -0.35652
*
```

Here are the Löwdin charges for atoms 1 to 6, given in e:
1. S 0.876
2. S 1.047
3. S 1.095
4. O -0.009
5. N 0.035
6. C -0.039

ORCA calculation (the ωB97M-V functional and the def2-TZVPD basis) on 2 unconnected molecules or ions with the total composition C4H4ClFO.

## Properties
- Calculated total energy: -21495.9549 eV
- Maximum force: 2.56 eV/A
- HOMO energy (spin up / spin down): -7.2 / -10.7 eV
- LUMO (spin up / spin down): 0.71 / -1.75 eV

ORCA input file:
```
! RIJCOSX wB97M-V def2-TZVPD def2/J DEFGRID3
* xyz 0 3
Cl -3.61570 1.19694 0.15885
F -0.70674 -2.20399 0.10225
O -4.11655 -1.34998 0.38627
C 0.77298 0.11232 0.81238
C -0.22125 0.11539 -0.09417
C -3.35559 -0.49402 0.12385
C -0.91909 -1.03496 -0.50682
H -1.38755 -1.14569 -1.47083
H 1.28972 1.01031 1.09351
H 1.11449 -0.80904 1.25718
H -0.53235 1.03414 -0.57492
*
```

Here are the Löwdin charges for atoms 1 to 6, given in e:
1. Cl 0.664
2. F 0.031
3. O 0.053
4. C 0.024
5. C -0.203
6. C -0.673

ORCA calculation (the ωB97M-V functional and the def2-TZVPD basis) on a single C3H6O2 molecule.

## Properties
- Energy relative to the best compared isomer or geometry (same formula, charge and spin): 58.5 kcal per mole
- Calculated total energy: -7301.1418 eV
- Maximum force: 1.68 eV/A
- HOMO energy: -9.7 eV
- LUMO: 0.98 eV

ORCA input file:
```
! RIJCOSX wB97M-V def2-TZVPD def2/J DEFGRID3
* xyz 0 1
O -0.42872 1.54052 0.46517
O -1.49063 -0.08216 -0.72585
C 0.59744 1.11698 -0.40092
C 0.18081 -1.26969 0.55575
C -0.29822 0.02401 -0.09007
H 1.54989 1.08205 0.12488
H -0.60833 -2.03155 0.57954
H 0.51888 -1.06090 1.56903
H 0.65722 1.50236 -1.41696
H -1.71740 0.87005 -0.66468
H 1.03906 -1.69166 0.00412
*
```

Here are the Löwdin charges for atoms 1 to 6, given in e:
1. O -0.067
2. O 0.047
3. C -0.174
4. C 0.015
5. C -0.451
6. H 0.119

ORCA calculation (the ωB97M-V functional and the def2-TZVPD basis) on a gas-phase ion, C2H7N5 (charge +2).

## Properties
- Energy relative to the best compared isomer or geometry (same formula, charge and spin): 78.2 kcal per mole
- Calculated total energy: -9612.8943 eV
- Maximum force: 7.56 eV/A
- HOMO energy (spin up / spin down): -19.6 / -19.6 eV
- LUMO (spin up / spin down): -11.27 / -11.27 eV

ORCA input file:
```
! RIJCOSX wB97M-V def2-TZVPD def2/J DEFGRID3
* xyz 2 1
N 2.80390 -0.76967 0.02844
N 3.72875 -0.06839 -0.33982
N -0.85839 -0.65391 0.51563
N 0.35295 -0.06877 0.46564
N 4.61594 0.51807 -0.67852
C 0.51301 1.29771 -0.04315
C 1.64894 -1.17929 0.32356
H -0.81762 -1.69882 0.12001
H 1.51667 -2.03170 0.90159
H 0.95608 1.28025 -1.08214
H -0.62215 1.70434 -0.09481
H -1.23499 -0.74661 1.48948
H 1.08414 1.98572 0.61162
H -1.55430 -0.13404 -0.03715
*
```

Here are the Löwdin charges for atoms 1 to 6, given in e:
1. N 0.166
2. N 0.018
3. N 0.167
4. N -0.170
5. N 0.460
6. C -0.020

ORCA calculation (the ωB97M-V functional and the def2-TZVPD basis) on a molecular structure, C4H11N2S.

## Properties
- Energy relative to the best compared isomer or geometry (same formula, charge and spin): 92.9 kcal per mole
- Calculated total energy: -18131.4923 eV
- Maximum force: 5.69 eV/A
- HOMO energy: -13.2 eV
- LUMO: -4.15 eV

ORCA input file:
```
! RIJCOSX wB97M-V def2-TZVPD def2/J DEFGRID3
* xyz 1 1
S 0.87924 -2.38769 0.18693
N -0.13987 0.49692 0.12999
N 1.31188 -0.82683 -1.91197
C 0.77312 -0.95695 -0.75506
C 0.71658 1.60586 0.54593
C -0.01394 -2.18995 1.78254
C -1.36083 0.61956 -0.64299
H 1.77959 -1.51627 -2.48222
H -2.07032 0.84967 0.18199
H -0.13277 2.34416 0.53874
H 0.52311 -1.41266 2.34585
H -1.37924 1.36551 -1.36296
H 1.56906 1.83959 -0.16165
H 0.13395 -3.18411 1.99467
H 1.62022 0.10254 -2.18947
H -1.03663 -2.07224 1.61533
H 1.37854 1.44612 1.44447
H -1.52548 -0.39370 -1.02396
*
```

Here are the Löwdin charges for atoms 1 to 6, given in e:
1. S 1.010
2. N -0.165
3. N 0.134
4. C -0.470
5. C -0.093
6. C -0.269

- Which value of calculated total energy does entry 5 give?
  -18131.4923 eV